No. 1
Below is a molecular structure, C12H17BN6O2V, with properties calculated with the ωB97M-V functional and the def2-TZVPD basis.

Calculated values
<S²> = 3.78
Relative energy (zero: lowest compared OMol25 entry of this formula, charge and spin) = 2.508 eV

Structure (ORCA input):
```
! wB97M-V def2-TZVPD RIJCOSX def2/J DEFGRID3
* xyz 2 4
C 3.19 0.13 0.23
N 1.91 0.20 -0.15
N 1.86 -0.04 -1.50
C 3.13 -0.24 -1.96
C 4.01 -0.14 -0.88
B 0.53 0.01 -2.36
N -0.53 -1.14 -2.08
N -1.25 -1.24 -0.91
C -2.09 -2.28 -1.04
C -1.95 -2.86 -2.32
C -0.96 -2.10 -2.94
V -0.07 -0.17 0.45
N -0.17 1.36 -2.05
N -0.56 1.56 -0.77
C -1.13 2.77 -0.71
C -1.10 3.38 -1.98
C -0.48 2.44 -2.81
H -1.53 3.14 0.24
H -0.23 2.47 -3.87
H -1.48 4.36 -2.26
H 0.84 -0.06 -3.53
H -0.52 -2.17 -3.94
H 3.31 -0.42 -3.01
H -2.50 -3.70 -2.73
H 5.09 -0.23 -0.90
H -2.75 -2.55 -0.21
H 3.45 0.29 1.28
H -1.83 -0.85 2.22
C -2.04 -1.62 2.98
H -2.90 -2.23 2.65
H -1.16 -2.26 3.10
H -2.29 -1.14 3.94
C 0.22 1.05 4.57
C 0.44 0.41 3.23
O 1.44 -0.42 3.06
O -0.37 0.68 2.24
H 0.99 0.70 5.29
H -0.78 0.77 4.95
H 0.28 2.15 4.47
*
```

---

No. 2
Below is a single C4H7NO molecule, with properties calculated with the ωB97M-V functional and the def2-TZVPD basis.

Calculated values
Relative energy (zero: lowest compared OMol25 entry of this formula, charge and spin) = 0.983 eV

Structure (ORCA input):
```
! wB97M-V def2-TZVPD RIJCOSX def2/J DEFGRID3
* xyz 0 1
C 1.48 0.54 0.17
C 0.31 -0.09 -0.58
C -0.48 -1.13 0.25
N -1.70 -0.43 0.67
C -1.71 0.64 0.00
O -0.69 0.93 -0.84
H 1.69 1.54 -0.23
H 1.25 0.64 1.24
H 2.38 -0.07 0.07
H 0.64 -0.47 -1.55
H -0.77 -2.00 -0.35
H 0.09 -1.49 1.12
H -2.50 1.39 0.02
*
```

---

No. 3
Below is 5 unconnected molecules or ions with the total composition C23H44BF3N2O17PS4, with properties calculated with the ωB97M-V functional and the def2-TZVPD basis.

Calculated values
E = -123791.0449 eV

Structure (ORCA input):
```
! wB97M-V def2-TZVPD RIJCOSX def2/J DEFGRID3
* xyz 1 1
C -6.11 3.26 0.49
C -5.55 2.12 0.12
C -5.29 0.58 -0.27
C -3.92 0.02 0.36
C -3.81 -0.52 1.87
C -5.07 -0.49 2.87
C -4.86 0.36 4.22
C -4.00 1.71 4.05
F -4.40 2.56 2.97
F -2.58 1.52 3.94
F -4.21 2.49 5.27
C -2.38 -1.09 2.30
B -2.07 -1.74 3.79
O -3.00 -2.77 4.27
O -0.91 -1.32 4.58
C -1.16 -1.10 1.28
C -1.42 -0.53 -0.16
P 0.07 -0.62 -1.37
O 0.61 -2.10 -1.43
N -2.75 -0.01 -0.55
O -2.84 0.44 -1.84
N -2.75 1.82 -1.87
O -1.60 2.17 -1.95
H -6.62 4.19 0.97
H -6.15 -0.12 0.11
H -5.34 0.50 -1.43
H -5.98 -0.08 2.28
H -5.33 -1.59 3.16
H -4.33 -0.30 5.00
H -5.90 0.65 4.64
H -3.53 -2.99 3.46
H -0.38 -0.66 4.05
H -0.12 -1.50 1.59
H 1.19 0.17 -0.91
H -0.30 -0.29 -2.73
O -0.75 -3.11 9.21
S -1.63 -3.51 8.14
O -3.05 -3.31 8.21
O -1.33 -5.07 7.79
C -1.38 -6.03 8.84
C -2.81 -6.40 9.19
C -1.03 -2.82 6.62
H -0.83 -5.67 9.72
H -0.86 -6.92 8.48
H -3.33 -5.55 9.65
H -2.83 -7.23 9.90
H -3.37 -6.67 8.30
H 0.04 -3.03 6.54
H -1.21 -1.75 6.65
H -1.58 -3.27 5.80
O 2.50 2.45 0.16
S 3.19 3.72 0.18
O 3.20 4.57 1.34
O 2.72 4.59 -1.11
C 1.33 4.81 -1.31
C 0.80 5.90 -0.40
C 4.87 3.45 -0.34
H 0.77 3.88 -1.19
H 1.21 5.12 -2.35
H 0.81 5.58 0.65
H -0.23 6.15 -0.66
H 1.42 6.80 -0.47
H 4.87 2.86 -1.25
H 5.38 2.91 0.46
H 5.34 4.42 -0.50
O 5.53 2.89 -4.40
S 5.12 2.93 -5.78
O 5.52 4.00 -6.67
O 3.51 2.77 -5.86
C 2.70 3.65 -5.09
C 2.57 5.01 -5.75
C 5.54 1.39 -6.54
H 3.08 3.74 -4.07
H 1.71 3.19 -5.02
H 3.53 5.54 -5.75
H 1.84 5.63 -5.23
H 2.27 4.90 -6.80
H 5.19 0.57 -5.91
H 6.62 1.34 -6.64
H 5.07 1.34 -7.53
O 4.06 -1.75 -5.72
S 3.50 -2.96 -6.27
O 2.53 -2.94 -7.33
O 2.92 -3.86 -5.06
C 2.00 -3.26 -4.15
C 0.61 -3.19 -4.75
C 4.82 -4.04 -6.74
H 2.34 -2.27 -3.84
H 1.97 -3.89 -3.26
H 0.58 -2.49 -5.59
H -0.12 -2.86 -4.01
H 0.30 -4.16 -5.14
H 5.53 -4.12 -5.91
H 5.31 -3.62 -7.61
H 4.41 -5.02 -6.98
*
```

---

No. 4
Below is 12 unconnected molecules or ions with the total composition C62H65N7O24, with properties calculated with the ωB97M-V functional and the def2-TZVPD basis.

Calculated values
E = -124893.3781 eV

Structure (ORCA input):
```
! wB97M-V def2-TZVPD RIJCOSX def2/J DEFGRID3
* xyz 0 1
O -4.55 -2.21 36.39
N -4.78 -3.42 36.69
O -5.28 -4.18 35.84
C -4.31 -3.95 37.88
C -3.63 -3.18 38.83
C -3.04 -3.74 39.92
C -3.13 -5.08 40.17
C -3.79 -5.84 39.23
C -4.35 -5.31 38.10
H -3.59 -2.10 38.71
H -2.45 -3.11 40.57
H -2.61 -5.65 40.92
H -3.60 -6.91 39.23
H -4.63 -5.97 37.29
O -17.13 -4.92 51.10
N -16.11 -5.39 50.65
O -15.26 -5.94 51.34
C -15.71 -5.16 49.22
C -16.36 -4.19 48.47
C -16.07 -4.04 47.18
C -15.19 -4.94 46.56
C -14.39 -5.81 47.32
C -14.65 -5.99 48.66
H -17.25 -3.81 48.96
H -16.58 -3.27 46.63
H -15.07 -4.76 45.50
H -13.65 -6.45 46.86
H -14.08 -6.75 49.16
O -15.53 -8.53 34.17
N -15.36 -7.45 34.84
O -14.37 -7.22 35.46
C -16.32 -6.33 34.85
C -17.66 -6.58 34.57
C -18.62 -5.53 34.52
C -18.14 -4.23 34.84
C -16.82 -3.98 35.25
C -15.95 -5.06 35.25
H -18.15 -7.51 34.31
H -19.62 -5.55 34.12
H -18.92 -3.49 34.92
H -16.40 -3.03 35.56
H -14.88 -5.04 35.39
O -12.77 -4.15 41.07
N -12.19 -5.18 40.73
O -12.13 -6.17 41.42
C -11.62 -5.30 39.35
C -11.77 -4.20 38.48
C -11.09 -4.17 37.27
C -10.17 -5.13 36.98
C -10.03 -6.29 37.79
C -10.75 -6.33 39.05
H -12.50 -3.42 38.67
H -11.01 -3.33 36.60
H -9.86 -5.10 35.94
H -9.46 -7.14 37.44
H -10.47 -7.16 39.68
O -8.25 -9.68 43.25
N -8.24 -10.26 44.32
O -7.94 -11.42 44.42
C -8.53 -9.48 45.53
C -8.73 -8.11 45.53
C -8.86 -7.36 46.72
C -9.05 -8.02 47.85
C -8.79 -9.36 48.00
C -8.47 -10.06 46.84
H -8.77 -7.54 44.62
H -8.87 -6.28 46.63
H -9.23 -7.46 48.76
H -8.77 -9.72 49.02
H -8.27 -11.12 46.87
O -10.41 -2.83 29.99
N -10.09 -1.68 29.70
O -10.85 -0.79 29.25
C -8.65 -1.33 29.86
C -7.76 -2.04 30.72
C -6.42 -1.58 30.93
C -5.90 -0.48 30.21
C -6.73 0.04 29.25
C -7.98 -0.43 29.02
H -7.95 -2.93 31.30
H -5.80 -2.11 31.63
H -4.92 -0.18 30.52
H -6.43 0.87 28.63
H -8.69 0.13 28.43
O -10.30 -17.60 37.55
N -10.66 -16.58 36.97
O -11.53 -16.68 36.11
C -10.24 -15.22 37.34
C -9.77 -14.97 38.63
C -9.59 -13.62 39.03
C -9.77 -12.57 38.12
C -10.19 -12.81 36.84
C -10.48 -14.14 36.48
H -9.45 -15.78 39.28
H -9.17 -13.39 40.00
H -9.75 -11.53 38.41
H -10.36 -12.06 36.08
H -10.78 -14.28 35.46
O -16.47 -0.01 39.39
C -15.58 0.74 39.80
C -15.66 1.55 41.01
C -14.24 2.09 41.22
C -13.53 1.83 39.91
O -14.44 0.94 39.16
H -16.42 2.32 40.90
H -15.79 1.00 41.95
H -14.18 3.18 41.28
H -13.72 1.59 42.04
H -13.46 2.79 39.40
H -12.59 1.28 40.00
O -16.12 -13.47 46.01
C -15.12 -12.91 45.54
C -13.78 -13.16 46.09
C -12.75 -12.44 45.25
C -13.67 -11.76 44.14
O -15.03 -12.11 44.57
H -13.69 -12.84 47.13
H -13.69 -14.23 45.91
H -12.41 -11.67 45.94
H -11.94 -12.96 44.75
H -13.45 -10.69 44.18
H -13.45 -12.06 43.11
O -19.42 -1.38 42.84
C -19.32 -2.43 42.24
C -20.07 -2.92 40.99
C -19.70 -4.50 41.07
C -18.27 -4.52 41.72
O -18.36 -3.34 42.57
H -21.14 -2.71 41.04
H -19.65 -2.49 40.07
H -20.40 -5.00 41.74
H -19.57 -5.04 40.13
H -18.18 -5.42 42.34
H -17.46 -4.51 40.99
O -5.33 -1.81 44.63
C -6.32 -1.85 43.91
C -7.37 -0.79 43.85
C -8.22 -1.32 42.66
C -7.69 -2.69 42.30
O -6.53 -2.84 43.10
H -7.84 -0.79 44.84
H -6.96 0.19 43.61
H -9.26 -1.42 42.98
H -8.24 -0.68 41.77
H -8.42 -3.47 42.52
H -7.33 -2.71 41.28
O -8.09 -7.92 32.81
C -8.98 -7.85 32.06
C -8.91 -7.49 30.62
C -10.30 -7.91 30.16
C -11.24 -7.91 31.30
O -10.35 -8.17 32.31
H -8.65 -6.43 30.55
H -8.14 -7.97 30.01
H -10.66 -7.34 29.31
H -10.10 -8.94 29.85
H -11.74 -6.96 31.49
H -11.83 -8.83 31.22
*
```

---

No. 5
Below is 2 unconnected molecules or ions with the total composition C4H12NS2, with properties calculated with the ωB97M-V functional and the def2-TZVPD basis.

Calculated values
Relative energy (zero: lowest compared OMol25 entry of this formula, charge and spin) = 1.828 eV

Structure (ORCA input):
```
! wB97M-V def2-TZVPD RIJCOSX def2/J DEFGRID3
* xyz 1 1
C -0.03 -1.71 -1.27
C 0.75 -2.07 1.11
C -2.28 2.19 0.47
C -0.64 -0.22 0.56
N 0.09 -1.25 0.08
S 1.68 1.65 -0.83
S -1.77 0.67 -0.37
H 0.52 -1.03 -2.00
H 0.53 -2.55 -1.43
H -1.05 -1.79 -1.59
H 0.34 -3.00 1.36
H 1.80 -2.23 0.78
H 0.79 -1.58 2.08
H -3.37 2.34 0.24
H -1.73 2.90 0.03
H -2.07 2.11 1.62
H -0.59 -0.05 1.55
H 2.82 2.21 -0.87
H 1.79 1.34 0.39
*
```

---

No. 6
Below is a molecular structure, C8H24Cl2NOP2Tl, with properties calculated with the ωB97M-V functional and the def2-TZVPD basis.

Calculated values
E = -60523.7089 eV

Structure (ORCA input):
```
! wB97M-V def2-TZVPD RIJCOSX def2/J DEFGRID3
* xyz 2 1
C -1.29 -0.11 -2.80
C -1.51 -0.33 -1.41
H -2.21 0.14 -3.36
H -0.83 -1.03 -3.24
H -0.56 0.70 -2.90
O -2.25 -0.56 -0.52
Cl 1.44 -0.12 -1.66
Tl 0.72 0.12 0.85
P 0.43 -2.57 0.24
C -0.66 -3.49 1.37
C 0.22 -3.43 -1.35
H 0.50 -4.48 -1.21
H 2.16 -4.23 0.59
H 0.87 -2.99 -2.11
H 2.87 -2.62 0.18
H -1.71 -3.27 1.13
H -0.82 -3.38 -1.69
C 2.09 -3.14 0.77
H -0.46 -4.56 1.24
H 2.25 -2.91 1.83
H -0.45 -3.19 2.41
P 0.18 2.65 0.04
C -0.89 3.54 1.22
C 1.84 3.37 0.39
H 0.50 2.99 -2.34
H -0.12 4.44 -1.53
H -1.22 3.09 -1.88
C -0.20 3.35 -1.58
H 2.60 2.77 -0.12
H 1.87 4.40 0.01
H -0.79 4.62 1.04
H -0.59 3.31 2.26
H 2.04 3.36 1.47
H -1.94 3.23 1.05
Cl 2.11 0.26 2.73
N -1.35 0.04 2.06
H -2.12 0.59 1.67
H -1.08 0.40 2.98
H -1.66 -0.93 2.16
*
```

---

No. 7
Below is a molecular structure, C5H7NS2, with properties calculated with the ωB97M-V functional and the def2-TZVPD basis.

Calculated values
Relative energy (zero: lowest compared OMol25 entry of this formula, charge and spin) = 2.490 eV

Structure (ORCA input):
```
! wB97M-V def2-TZVPD RIJCOSX def2/J DEFGRID3
* xyz 0 1
C 0.96 -1.09 0.92
C -0.72 0.67 0.38
C 0.64 -0.95 -0.56
C 1.13 0.44 -1.12
C 0.18 1.52 -0.47
H 2.07 -0.72 0.93
H 0.70 -2.04 1.23
H -1.60 1.25 0.59
H 1.01 -1.90 -0.96
H 2.18 0.69 -1.36
H 0.45 1.92 -2.37
H 0.52 2.64 -0.25
N 0.07 1.08 -1.86
S -0.11 0.06 1.86
S -1.07 -0.87 -0.59
*
```

---

No. 8
Below is a single C5H12N2 molecule, with properties calculated with the ωB97M-V functional and the def2-TZVPD basis.

Calculated values
Relative energy (zero: lowest compared OMol25 entry of this formula, charge and spin) = 1.600 eV

Structure (ORCA input):
```
! wB97M-V def2-TZVPD RIJCOSX def2/J DEFGRID3
* xyz 0 1
C -1.86 1.68 0.75
C -1.56 1.16 -0.65
C -1.11 -0.32 -0.62
C 0.36 -0.50 -0.33
N 1.04 -1.56 -1.11
C 0.97 -0.29 0.85
N 2.34 -0.15 0.98
H -2.00 2.76 0.75
H -2.82 1.24 1.02
H -1.17 1.37 1.52
H -2.45 1.21 -1.28
H -0.77 1.77 -1.11
H -1.33 -0.72 -1.61
H -1.74 -0.81 0.13
H 1.00 -2.38 -0.51
H 0.54 -1.82 -1.95
H 0.39 -0.04 1.74
H 2.86 -0.38 0.14
H 2.76 -0.28 1.88
*
```

---

Values of max |F|, in order: 5.774, 0.394, 6.891, 5.277, 5.137, 6.126, 3.947, 2.627, all in eV/Å.